No. 1
C17H30EuI2N2O4PmS2 | ωB97M-V/def2-TZVPD

```
59
Properties=species:S:1:pos:R:3
I 1.578 2.331 1.145
I -0.816 0.531 -5.517
Eu -1.036 0.096 -2.800
Pm -0.016 0.589 -0.322
S -0.700 2.481 -2.040
S 1.419 0.337 -2.288
C -1.716 0.881 0.884
C -2.125 3.525 -1.850
C 2.492 -1.073 -2.262
C -2.545 3.828 -3.273
C -3.274 2.940 -1.027
C -1.513 4.710 -1.162
C 3.015 -1.064 -3.673
C 1.836 -2.413 -1.930
C 3.553 -0.703 -1.249
C -3.019 0.155 -2.772
C -1.185 -1.878 -2.921
O -2.564 1.080 1.755
O -4.211 0.185 -2.844
O -1.281 -3.042 -3.165
H -2.904 2.940 -3.821
H -1.710 4.256 -3.852
H -3.361 4.566 -3.247
H -3.302 1.847 -0.992
H -4.226 3.273 -1.475
H -3.243 3.324 0.009
H -1.073 4.448 -0.183
H -2.293 5.469 -0.990
H -0.719 5.168 -1.773
H 3.727 -1.889 -3.801
H 3.536 -0.121 -3.901
H 2.207 -1.187 -4.417
H 2.538 -3.015 -1.330
H 1.621 -2.984 -2.856
H 0.902 -2.332 -1.354
H 4.331 -1.482 -1.247
H 3.159 -0.611 -0.219
H 4.029 0.259 -1.502
C 1.201 -3.493 1.666
N 0.761 -2.580 2.774
C 0.789 -3.153 4.111
C 0.586 -2.095 5.172
C -0.559 -1.181 4.726
N -0.092 -0.534 3.471
C 0.024 0.932 3.607
C 0.388 -1.353 2.503
O 0.452 -0.972 1.209
H 0.391 -3.637 0.943
H 1.471 -4.482 2.075
H 2.082 -3.084 1.168
H -0.016 -3.903 4.170
H 1.738 -3.634 4.317
H 1.472 -1.476 5.296
H 0.338 -2.551 6.126
H -0.774 -0.481 5.499
H -1.444 -1.768 4.504
H -0.543 1.487 2.799
H -0.431 1.315 4.517
H 1.058 1.221 3.606
```

Calculated values
* Kohn-Sham gap (spin up / spin down): 5.368 / 4.605 eV
* 2S+1: 11
* HOMO (spin up / spin down): -18.826 / -20.691 eV
* E_LUMO (spin up / spin down): -0.4946 / -0.5911 hartree
* net charge: +4
* expectation value of S²: 30.069

And the Mulliken charges, in e, turn out to be: 0.40 0.43 0.00 0.70 -0.08 -0.27 0.17 1.73 1.82 -1.57 -1.44 -1.71 -1.74 -1.26 -1.60 0.34 0.46 -0.34 -0.20 -0.18 0.35 0.46 0.51 0.16 0.42 0.38 0.40 0.48 0.47 0.49 0.45 0.36 0.42 0.35 0.04 0.54 0.21 0.43 -0.91 0.21 -0.57 -0.65 -0.65 0.41 -1.01 0.39 -0.27 0.34 0.47 0.33 0.40 0.46 0.34 0.40 0.45 0.37 0.12 0.30 0.50

No. 2
C66H141N7O8 | ωB97M-V/def2-TZVPD

```
222
Properties=species:S:1:pos:R:3
C -5.919 2.730 -2.703
C -4.923 3.269 -1.699
C -4.036 2.105 -1.156
C -2.919 1.704 -2.115
C -1.964 2.980 -2.379
C -2.811 4.219 -2.933
N -4.057 4.350 -2.190
O -4.715 5.478 -2.596
C -1.866 5.394 -2.679
C -3.004 3.994 -4.463
C -5.740 3.650 -0.499
H -5.481 2.190 -3.542
H -6.540 3.473 -3.203
H -6.494 1.970 -2.173
H -3.634 2.284 -0.159
H -4.634 1.217 -0.951
H -3.349 1.385 -3.064
H -2.321 0.911 -1.665
H -1.170 2.623 -3.035
H -1.617 3.296 -1.395
H -1.072 5.291 -3.419
H -2.390 6.347 -2.751
H -1.456 5.496 -1.674
H -2.033 4.024 -4.958
H -3.592 3.077 -4.506
H -3.588 4.844 -4.814
H -5.144 4.154 0.262
H -6.132 2.702 -0.130
H -6.591 4.267 -0.785
H -4.936 5.194 -3.487
C 2.582 0.950 -5.088
C 2.736 -0.569 -5.104
C 2.933 -1.081 -6.591
C 3.468 -2.443 -6.748
C 4.710 -2.689 -5.906
C 4.639 -2.107 -4.452
N 3.945 -0.820 -4.301
O 3.874 -0.334 -3.014
C 4.000 -3.280 -3.555
C 6.108 -1.983 -4.065
C 1.449 -1.247 -4.445
H 2.250 1.293 -4.108
H 1.883 1.209 -5.884
H 3.539 1.470 -5.135
H 1.963 -1.009 -7.082
H 3.469 -0.375 -7.226
H 3.674 -2.700 -7.787
H 2.690 -3.141 -6.440
H 5.529 -2.295 -6.508
H 4.891 -3.760 -5.819
H 4.486 -4.255 -3.539
H 4.069 -2.978 -2.510
H 2.967 -3.417 -3.875
H 6.652 -1.334 -4.751
H 6.177 -1.557 -3.064
H 6.627 -2.936 -3.959
H 1.269 -2.290 -4.709
H 0.568 -0.692 -4.767
H 1.565 -1.137 -3.367
H 3.312 -0.989 -2.592
C 4.695 4.761 1.908
C 3.957 5.314 0.721
C 4.781 6.432 0.077
C 4.201 6.875 -1.288
C 4.198 5.624 -2.213
C 3.230 4.533 -1.673
N 3.660 4.263 -0.284
O 3.167 3.108 0.257
C 1.758 4.937 -1.821
C 3.509 3.377 -2.578
C 2.585 5.944 1.227
H 5.023 5.542 2.594
H 5.579 4.234 1.549
H 4.008 4.092 2.427
H 4.816 7.390 0.596
H 5.810 6.080 0.010
H 4.959 7.625 -1.517
H 3.291 7.468 -1.194
H 5.213 5.243 -2.101
H 3.984 5.861 -3.255
H 1.121 4.292 -1.215
H 1.527 5.947 -1.480
H 1.530 4.968 -2.886
H 3.590 3.685 -3.621
H 4.404 2.799 -2.349
H 2.746 2.602 -2.509
H 1.785 5.206 1.288
H 2.173 6.686 0.543
H 2.775 6.347 2.222
H 3.969 2.593 0.371
C -7.759 -2.104 1.096
C -6.663 -1.806 0.133
C -5.542 -1.042 0.830
C -4.709 -1.918 1.727
C -4.144 -3.032 0.945
C -5.185 -3.937 0.258
N -6.082 -3.012 -0.515
O -7.123 -3.753 -1.190
C -4.434 -4.784 -0.703
C -5.845 -4.896 1.320
C -7.237 -0.813 -0.900
H -8.563 -2.425 0.433
H -8.048 -1.139 1.513
H -7.626 -2.840 1.889
H -4.901 -0.473 0.157
H -5.945 -0.225 1.429
H -5.367 -2.290 2.512
H -3.964 -1.317 2.248
H -3.568 -3.640 1.642
H -3.451 -2.533 0.268
H -3.483 -5.156 -0.322
H -5.015 -5.656 -1.005
H -4.177 -4.241 -1.612
H -5.163 -5.673 1.666
H -6.092 -4.312 2.206
H -6.724 -5.401 0.917
H -6.526 -0.636 -1.708
H -7.534 0.135 -0.451
H -8.156 -1.105 -1.408
H -7.527 -4.234 -0.464
C 4.367 -0.574 5.726
C 3.509 -1.401 4.734
C 4.595 -2.427 4.120
C 3.937 -3.487 3.244
C 2.922 -4.209 4.081
C 1.825 -3.310 4.819
N 2.472 -2.148 5.480
O 1.604 -1.363 6.255
C 0.789 -2.977 3.731
C 1.286 -4.232 5.963
C 2.881 -0.524 3.675
H 3.815 0.268 6.145
H 5.250 -0.151 5.247
H 4.635 -1.134 6.621
H 5.315 -1.850 3.538
H 5.012 -2.899 5.010
H 4.518 -4.277 2.768
H 3.367 -2.956 2.482
H 3.433 -4.840 4.808
H 2.328 -4.889 3.470
H -0.011 -3.716 3.701
H 0.313 -2.017 3.935
H 1.199 -2.895 2.724
H 0.706 -5.098 5.646
H 2.072 -4.635 6.602
H 0.547 -3.765 6.614
H 2.721 -1.008 2.712
H 3.576 0.279 3.428
H 1.939 -0.092 4.013
H 1.868 -1.625 7.140
C -0.153 -7.421 -3.365
C 0.467 -6.008 -3.770
C -0.702 -5.125 -4.306
C -1.609 -4.537 -3.190
C -0.681 -3.802 -2.177
C 0.487 -4.682 -1.578
N 1.182 -5.388 -2.678
O 2.241 -6.223 -2.316
C 1.498 -3.721 -0.981
C -0.107 -5.663 -0.488
C 1.407 -6.207 -4.971
H -0.806 -7.827 -4.138
H -0.745 -7.487 -2.452
H 0.596 -8.209 -3.295
H -0.251 -4.239 -4.755
H -1.303 -5.619 -5.069
H -2.158 -5.325 -2.674
H -2.359 -3.820 -3.522
H -1.310 -3.701 -1.293
H -0.265 -2.836 -2.461
H 2.415 -4.136 -0.562
H 1.856 -2.967 -1.682
H 0.955 -3.320 -0.126
H -0.996 -6.150 -0.888
H 0.568 -6.435 -0.118
H -0.447 -5.128 0.399
H 2.104 -5.382 -5.120
H 0.971 -6.504 -5.925
H 2.054 -7.018 -4.638
H 3.057 -5.752 -2.502
C -0.191 3.848 3.284
C 0.116 4.309 4.639
C -1.109 5.210 5.134
C -2.306 4.452 5.590
C -1.998 3.493 6.743
C -0.815 2.537 6.287
N 0.290 3.206 5.601
O 1.381 2.372 5.310
C -0.198 1.855 7.555
C -1.495 1.492 5.356
C 1.423 5.081 4.609
H -0.079 4.689 2.600
H -1.207 3.477 3.150
H 0.507 3.070 2.973
H -0.830 5.887 5.942
H -1.467 5.893 4.364
H -2.756 3.843 4.805
H -3.008 5.206 5.947
H -2.826 3.046 7.293
H -1.495 4.100 7.496
H 0.573 1.130 7.297
H 0.182 2.528 8.324
H -0.991 1.219 7.947
H -2.237 0.843 5.821
H -1.949 2.020 4.518
H -0.737 0.774 5.043
H 1.700 5.562 5.547
H 1.253 5.778 3.789
H 2.220 4.422 4.264
H 1.005 1.879 4.577
C -1.007 0.525 0.906
C 0.324 0.040 0.452
C 0.484 -0.126 -1.063
O 1.250 1.012 0.961
H -0.970 0.766 1.968
H -1.717 -0.261 0.649
H -1.260 1.384 0.284
H 0.650 -0.882 0.933
H -0.132 -0.935 -1.456
H 1.523 -0.304 -1.341
H 0.387 0.816 -1.602
H 1.373 1.639 0.244
```

Calculated values
* Kohn-Sham gap: 8.287 eV
* HOMO: -7.839 eV
* structure (SMILES): CC1(C)CCCC(C)(C)N1O.CC1(C)CCCC(C)(C)N1O.CC1(C)CCCC(C)(C)N1O.CC1(C)CCCC(C)(C)N1O.CC1(C)CCCC(C)(C)N1O.CC1(C)CCCC(C)(C)N1O.CC1(C)CCCC(C)(C)N1O.CC(C)O
* E_LUMO: 0.0165 hartree

Atom charges from the Mulliken analysis, given in e for atoms 1 to 99: -1.76 1.74 -0.16 -1.05 -0.97 1.26 0.42 -0.47 -1.86 -1.86 -1.85 0.30 0.52 0.26 0.47 -0.58 0.61 0.13 0.71 0.10 0.34 0.43 0.36 0.45 0.37 0.50 0.44 0.24 0.41 0.40 -1.75 2.27 -1.74 -0.14 -1.30 1.81 0.08 -0.43 -1.79 -2.16 -1.19 -0.05 0.50 0.49 0.56 0.39 0.49 -0.12 0.42 0.32 0.55 0.54 0.24 0.45 0.39 0.37 -0.20 0.80 -0.19 0.29 -1.96 1.87 -1.39 -0.77 -1.36 2.45 -0.19 0.30 -1.83 -2.17 -1.48 0.48 0.45 0.26 0.32 0.36 0.41 0.37 0.45 0.48 0.14 0.44 0.44 0.54 0.54 -0.17 -0.02 0.18 0.68 0.18 -1.97 2.07 -0.33 -1.31 -0.99 2.13 -0.08 -0.47 -2.42

No. 3
C2H2N3O2 | ωB97M-V/def2-TZVPD

```
9
Properties=species:S:1:pos:R:3
C 0.345 -0.294 -0.458
C -0.137 -1.412 0.228
N 1.645 -0.315 -0.433
N 2.087 -1.440 0.150
N -3.032 0.077 -0.615
O -3.102 -0.964 0.063
O 0.927 -2.070 0.716
H -0.253 0.354 -1.157
H -1.261 -1.640 0.491
```

Calculated values
* Kohn-Sham gap (spin up / spin down): 4.909 / 4.916 eV
* HOMO (spin up / spin down): -0.871 / -0.874 eV
* E_LUMO (spin up / spin down): 0.1484 / 0.1486 hartree
* net charge: -1

And the natural (NBO) charges, in e, turn out to be: -0.18 0.12 -0.24 0.00 -0.35 -0.58 -0.31 0.25 0.29

No. 4
C31H33BO18 | ωB97M-V/def2-TZVPD

```
83
Properties=species:S:1:pos:R:3
C 3.471 -1.861 2.613
C 2.821 -0.476 2.779
C 1.667 -0.213 1.781
C 0.310 0.105 2.446
C -0.922 -0.589 1.832
C -0.739 -2.069 1.478
B -2.043 -2.878 1.201
C -1.943 -4.390 0.720
O -2.484 -5.221 1.780
O -1.383 -5.562 2.634
H 3.859 -2.246 3.560
H 2.748 -2.591 2.236
H 4.303 -1.827 1.906
H 3.603 0.275 2.633
H 2.473 -0.350 3.807
H 1.952 0.650 1.171
H 1.587 -1.054 1.092
H 0.347 -0.108 3.519
H 0.144 1.185 2.367
H -1.731 -0.523 2.570
H -1.271 -0.030 0.960
H -0.111 -2.164 0.582
H -0.209 -2.608 2.282
H -3.118 -2.387 1.396
H -2.498 -4.620 -0.196
H -0.909 -4.689 0.559
H -1.688 -5.214 3.482
C -3.637 1.180 -1.891
C -4.926 1.526 -2.034
C -6.052 0.516 -1.943
O -7.182 0.944 -2.079
C -5.720 -0.875 -1.707
C -4.433 -1.215 -1.563
C -3.312 -0.205 -1.641
O -2.180 -0.635 -1.482
O -4.002 -2.447 -1.337
O -5.331 2.764 -2.257
H -2.828 1.894 -1.954
H -6.526 -1.593 -1.651
H -3.029 -2.361 -1.281
H -6.309 2.733 -2.292
C 7.001 1.497 -2.543
C 6.358 0.865 -1.550
C 6.862 0.883 -0.120
O 6.203 0.270 0.700
C 8.077 1.610 0.182
C 8.716 2.242 -0.813
C 8.212 2.228 -2.239
O 8.869 2.849 -3.055
O 9.836 2.930 -0.648
O 5.235 0.186 -1.716
H 6.650 1.493 -3.565
H 8.433 1.613 1.202
H 10.069 3.279 -1.532
H 4.982 -0.178 -0.844
C -4.684 4.810 0.651
C -3.868 5.539 1.425
C -4.371 6.310 2.625
O -3.541 6.927 3.267
C -5.786 6.271 2.934
C -6.601 5.543 2.159
C -6.093 4.757 0.972
O -6.916 4.114 0.343
O -7.908 5.439 2.354
O -2.564 5.654 1.220
H -4.339 4.254 -0.209
H -6.139 6.835 3.786
H -8.241 4.847 1.651
H -2.229 6.234 1.932
C 1.830 -3.627 -1.149
C 0.984 -4.425 -1.817
C 0.899 -4.431 -3.330
O 0.103 -5.209 -3.825
C 1.743 -3.529 -4.081
C 2.585 -2.725 -3.415
C 2.686 -2.737 -1.904
O 3.499 -1.972 -1.421
O 3.397 -1.859 -3.999
O 0.148 -5.270 -1.234
H 1.905 -3.620 -0.071
H 1.665 -3.531 -5.159
H 3.891 -1.411 -3.280
H -0.325 -5.724 -1.964
```

Calculated values
* Kohn-Sham gap: 7.934 eV
* HOMO: -9.532 eV
* structure (SMILES): O=C1C=C(O)C(=O)C=C1O.O=C1C=C(O)C(=O)C=C1O.O=C1C=C(O)C(=O)C=C1O.O=C1C=C(O)C(=O)C=C1O.CCCCCCBCOO
* E_LUMO: -0.0587 hartree

And the Mulliken charges, in e, turn out to be: -0.88 -0.60 0.46 -1.13 -0.45 -0.13 0.30 -0.31 -0.33 -0.35 0.38 0.17 0.16 0.29 0.37 0.38 -0.45 0.41 0.30 0.35 0.06 -0.04 0.27 -0.10 0.26 0.28 0.33 -1.11 0.36 1.05 -0.62 -0.89 0.24 1.16 -0.54 -0.61 -0.58 0.49 0.47 0.22 0.36 -0.85 0.15 1.10 -0.53 -1.11 0.30 1.07 -0.63 -0.57 -0.42 0.44 0.45 0.38 0.26 -0.99 0.44 0.95 -0.63 -1.01 0.28 1.12 -0.64 -0.58 -0.58 0.46 0.42 0.38 0.37 -1.14 0.44 1.12 -0.65 -1.02 0.28 1.01 -0.54 -0.58 -0.57 0.49 0.46 0.32 0.35

No. 5
C32H59BrN3O10 | ωB97M-V/def2-TZVPD

```
105
Properties=species:S:1:pos:R:3
C -3.810 4.575 7.309
C -4.349 5.375 6.173
O -5.435 5.816 6.065
O -3.354 5.634 5.175
C -3.289 4.795 4.110
O -4.149 4.664 3.299
C -1.957 4.059 4.060
N -2.142 2.644 3.603
C -0.894 1.801 3.843
C -0.069 1.633 2.589
N -0.835 1.079 1.482
C -2.268 1.085 1.674
N -2.908 0.834 0.389
C -2.478 -0.440 -0.216
C -2.413 -1.659 0.669
O -2.204 -0.465 -1.374
C -4.363 0.963 0.375
C -5.183 0.397 1.513
O -4.885 1.504 -0.550
C -2.673 2.473 2.165
Br -2.010 3.831 0.987
H -3.049 5.146 7.841
H -4.630 4.335 7.978
H -3.344 3.651 6.963
H -1.247 4.541 3.392
H -1.532 4.043 5.060
H -2.859 2.252 4.215
H -0.335 2.230 4.669
H -1.259 0.826 4.164
H 0.408 2.578 2.315
H 0.733 0.935 2.834
H -0.490 0.143 1.302
H -2.591 0.352 2.439
H -2.511 -2.531 0.028
H -3.185 -1.681 1.436
H -1.437 -1.726 1.157
H -5.883 -0.317 1.084
H -5.768 1.201 1.960
H -4.605 -0.100 2.290
H -3.748 2.598 2.214
C 2.725 -2.413 0.440
C 2.734 -3.163 1.770
C 1.995 -2.193 2.681
O 1.046 -1.507 1.847
C 1.352 -1.767 0.459
H 2.857 -3.064 -0.424
H 3.500 -1.649 0.426
H 2.178 -4.099 1.685
H 3.735 -3.389 2.135
H 2.677 -1.458 3.121
H 1.451 -2.694 3.483
H 0.594 -2.449 0.061
H 1.313 -0.827 -0.096
C 1.535 -7.324 -1.837
C 1.982 -6.152 -2.709
C 0.959 -5.087 -2.339
O 0.605 -5.331 -0.974
C 1.103 -6.608 -0.564
H 2.317 -8.060 -1.659
H 0.686 -7.833 -2.296
H 2.987 -5.831 -2.424
H 1.985 -6.381 -3.774
H 0.060 -5.167 -2.959
H 1.346 -4.070 -2.425
H 1.952 -6.462 0.114
H 0.315 -7.131 -0.022
C 5.230 2.477 -0.118
C 3.922 2.895 0.555
C 3.067 1.652 0.345
O 3.962 0.543 0.352
C 5.316 1.004 0.263
H 6.095 3.046 0.217
H 5.148 2.586 -1.201
H 4.090 3.068 1.621
H 3.471 3.790 0.128
H 2.544 1.688 -0.616
H 2.325 1.499 1.132
H 5.803 0.871 1.234
H 5.842 0.399 -0.475
C -1.336 7.834 -1.786
C 0.075 8.074 -2.321
C 0.909 7.206 -1.387
O 0.077 6.098 -1.024
C -1.269 6.356 -1.428
H -2.124 8.054 -2.505
H -1.509 8.438 -0.893
H 0.157 7.715 -3.349
H 0.378 9.119 -2.300
H 1.188 7.755 -0.481
H 1.817 6.822 -1.852
H -1.517 5.727 -2.288
H -1.931 6.090 -0.602
C -0.018 -6.163 -6.906
C 1.238 -6.050 -7.770
C 2.188 -7.000 -7.051
O 1.374 -8.020 -6.473
C -0.002 -7.641 -6.538
H -0.931 -5.868 -7.421
H 0.084 -5.546 -6.010
H 1.036 -6.409 -8.781
H 1.631 -5.037 -7.841
H 2.729 -6.483 -6.249
H 2.920 -7.461 -7.714
H -0.505 -8.244 -7.301
H -0.467 -7.850 -5.573
```

Calculated values
* Kohn-Sham gap: 7.447 eV
* HOMO: -10.654 eV
* E_LUMO: -0.1179 hartree
* net charge: +1

Atom charges from the Mulliken analysis, given in e for atoms 1 to 99: -0.87 0.62 -0.42 -0.30 0.31 -0.41 -0.71 0.33 -1.25 -0.41 0.15 -0.70 0.46 0.68 -0.84 -0.53 0.48 -1.10 -0.52 -1.24 0.18 0.31 0.33 0.27 0.42 0.54 0.47 0.48 0.41 0.36 0.46 0.07 0.19 0.46 0.27 0.04 0.37 0.36 0.28 1.12 0.18 -0.64 -0.58 -0.36 -0.43 0.24 -0.14 0.16 0.39 0.28 0.33 0.27 0.32 -0.58 -0.16 -0.32 -0.37 -0.49 0.37 0.22 0.30 -0.05 0.27 0.27 0.24 0.32 -0.70 -0.54 0.09 -0.24 -0.56 0.36 0.27 0.31 0.35 0.28 -0.33 0.32 0.31 -0.63 -0.59 -0.42 -0.33 -0.23 0.37 0.26 0.27 0.34 0.28 0.25 0.24 0.11 -0.31 -0.56 -0.34 -0.42 -0.44 0.36 0.07

No. 6
C4H9NO | ωB97M-V/def2-TZVPD

```
15
Properties=species:S:1:pos:R:3
C -1.489 -0.875 -0.200
N -0.344 -0.052 0.162
C -0.684 1.371 0.151
C 0.833 -0.402 -0.514
C 2.058 -0.267 0.128
O 3.258 -0.276 -0.142
H -1.832 -0.678 -1.231
H -2.319 -0.664 0.481
H -1.232 -1.933 -0.111
H -1.415 1.573 0.942
H 0.210 1.966 0.344
H -1.118 1.688 -0.812
H 0.793 -0.721 -1.560
H 1.600 -0.891 1.093
H 1.681 0.162 1.269
```

Calculated values
* Kohn-Sham gap: 8.554 eV
* HOMO: -8.239 eV
* E_LUMO: 0.0116 hartree

And the natural (NBO) charges, in e, turn out to be: -0.41 -0.47 -0.41 -0.05 0.09 -0.64 0.18 0.21 0.21 0.20 0.21 0.17 0.20 0.31 0.19

Number 1 is which compound? C17H30EuI2N2O4PmS2

Repeat the third record exactly.
C2H2N3O2 | ωB97M-V/def2-TZVPD

```
9
Properties=species:S:1:pos:R:3
C 0.345 -0.294 -0.458
C -0.137 -1.412 0.228
N 1.645 -0.315 -0.433
N 2.087 -1.440 0.150
N -3.032 0.077 -0.615
O -3.102 -0.964 0.063
O 0.927 -2.070 0.716
H -0.253 0.354 -1.157
H -1.261 -1.640 0.491
```

Calculated values
* Kohn-Sham gap (spin up / spin down): 4.909 / 4.916 eV
* HOMO (spin up / spin down): -0.871 / -0.874 eV
* E_LUMO (spin up / spin down): 0.1484 / 0.1486 hartree
* net charge: -1

And the natural (NBO) charges, in e, turn out to be: -0.18 0.12 -0.24 0.00 -0.35 -0.58 -0.31 0.25 0.29